Record 1
Density functional theory data (wB97M-V/def2-TZVPD) for an isolated ion of composition C5H13N2O2S and charge +1.

Each line ends with the Mulliken charge.
CARTESIAN COORDINATES (ANGSTROEM)
C1 -1.3225 -0.0156 -1.1693  -0.25
C2 1.5074 -1.4670 -1.1421  -1.35
C3 -0.6851 0.9888 1.1106  -1.33
C4 1.0742 -0.2443 -0.2326  -0.20
C5 -0.4184 -0.2291 0.0505  1.18
N1 -0.8927 -1.4763 0.6884  -0.31
N2 -0.5610 2.3067 0.5128  -0.07
O1 -1.3751 1.0713 -1.6590  -0.48
O2 1.3798 0.9930 -0.9024  -0.59
S1 -1.0218 -1.5600 2.3613  -0.16
H1 -1.8553 -0.9233 -1.4144  0.40
H2 1.0046 -1.4362 -2.1938  0.32
H3 1.3838 -2.4693 -0.6869  0.32
H4 2.5499 -1.4002 -1.3888  0.46
H5 0.1726 0.7626 1.8281  0.55
H6 -1.8158 1.0014 1.4992  0.35
H7 1.6700 -0.2563 0.5837  0.48
H8 -1.4539 -2.0197 0.1580  0.20
H9 0.2871 2.3584 -0.1225  0.29
H10 -0.3775 3.0714 1.0523  0.34
H11 -1.4052 2.4955 -0.0064  0.35
H12 2.2406 0.9700 -1.3687  0.36
H13 -0.0860 -2.5219 2.4422  0.17

Properties
Maximum force ... 4.889 eV Å⁻¹
ΔE to the lowest compared entry with this formula, charge and spin ... 51.21 kJ/mol
LUMO ... -3.1325 eV
2S+1 ... 1
Total charge ... +1
Frontier orbital gap ... 9.66 eV
HOMO ... -12.79 eV



Record 2
Density functional theory data (wB97M-V/def2-TZVPD) for an isolated ion of composition C5H13N2S and charge -1.

Each line ends with the Mulliken charge.
CARTESIAN COORDINATES (ANGSTROEM)
N1 -1.9155 -1.0579 0.7846  -0.71
C1 -0.4575 -1.0303 0.8307  0.30
C2 0.2012 -2.3467 1.3533  -0.89
S1 -0.7056 -3.2211 2.6193  -0.65
C3 0.0603 -0.7472 -0.6274  -1.12
N2 0.8485 0.4941 -0.7425  -0.26
C4 0.1367 1.6314 -1.1526  -0.31
C5 0.9408 2.9482 -0.9768  -1.29
H1 -2.1736 -1.9926 0.4796  0.23
H2 -2.3723 -0.8411 1.6478  0.25
H3 -0.0879 -0.2216 1.4610  0.27
H4 0.4899 -2.9791 0.5078  0.23
H5 1.1648 -2.0511 1.8117  0.25
H6 -0.8214 -0.6914 -1.2631  0.44
H7 0.6559 -1.5820 -0.9800  0.45
H8 1.6822 0.4683 -0.1794  0.25
H9 -0.8464 1.8201 -0.7065  0.33
H10 -0.0712 1.6666 -2.2467  0.22
H11 1.1826 2.9821 0.0959  0.35
H12 0.2676 3.7941 -1.1069  0.36
H13 1.8209 2.9572 -1.6097  0.31

Properties
Maximum force ... 2.857 eV Å⁻¹
ΔE to the lowest compared entry with this formula, charge and spin ... 99.77 kJ/mol
LUMO ... 3.4093 eV
2S+1 ... 1
Total charge ... -1
Frontier orbital gap ... 5.73 eV
HOMO ... -2.32 eV



Record 3
Density functional theory data (wB97M-V/def2-TZVPD) for a 2-piece molecular cluster, C5H13N2S overall.

Each line ends with the Mulliken charge.
CARTESIAN COORDINATES (ANGSTROEM)
C1 0.6320 2.9166 -1.3720  -0.49
C2 0.8927 1.8036 -0.8482  -0.24
C3 1.1625 -0.7436 1.9914  -1.06
C4 0.7037 -1.3289 0.6159  -0.52
C5 -0.3061 -0.5367 -0.0984  -0.29
N1 -1.4926 -0.1024 0.3961  -0.26
N2 -0.4858 -1.0203 -1.4892  -0.24
S1 -2.9981 -0.8411 0.2049  -0.13
H1 1.3120 3.7588 -1.3708  0.27
H2 -0.3879 3.2513 -1.8747  0.20
H3 1.6320 1.2872 -0.3531  0.35
H4 1.6645 -1.5637 2.5533  0.33
H5 1.9474 -0.0242 1.9117  0.31
H6 0.2429 -0.2462 2.5377  0.30
H7 0.1793 -2.1790 0.8486  0.43
H8 1.6067 -1.5745 -0.0216  0.31
H9 -1.2900 0.2068 1.3563  0.39
H10 -0.6598 -2.0274 -1.7320  0.30
H11 -1.2431 -0.5288 -1.9627  0.39
H12 0.4817 -0.7781 -1.8413  0.45
H13 -3.5941 0.2707 0.5481  0.18

Properties
Maximum force ... 4.937 eV Å⁻¹
ΔE to the lowest compared entry with this formula, charge and spin ... 603.10 kJ/mol
LUMO (spin up / spin down) ... -3.5948 / -3.8904 eV
2S+1 ... 1
Total charge ... +1
Frontier orbital gap (spin up / spin down) ... 7.89 / 7.93 eV
HOMO (spin up / spin down) ... -11.49 / -11.82 eV



Record 4
Density functional theory data (wB97M-V/def2-TZVPD) for C5H13N2S as an isolated structure.

Each line ends with the Mulliken charge.
CARTESIAN COORDINATES (ANGSTROEM)
C1 2.1181 -0.4952 0.2394  0.44
C2 -0.6429 0.1931 -1.6110  -1.51
C3 -2.2853 0.0150 0.2963  -1.38
C4 0.1131 0.0207 0.7912  -0.81
C5 -0.9021 -0.4054 -0.2288  0.49
N1 2.3322 -1.7745 0.1457  -0.26
N2 0.3588 1.4296 0.8563  -0.17
S1 2.9947 0.8370 0.0153  -0.38
H1 -0.8106 1.2717 -1.6375  0.37
H2 -1.3262 -0.2484 -2.3298  0.44
H3 0.3744 -0.0083 -1.9406  0.37
H4 -3.0585 -0.3170 -0.3918  0.43
H5 -2.3663 1.0973 0.3863  0.31
H6 -2.4851 -0.4280 1.2686  0.39
H7 0.0623 -0.4628 1.7574  0.53
H8 -0.8849 -1.4940 -0.3093  0.34
H9 1.6027 -2.4561 0.3155  0.24
H10 3.2449 -2.1452 -0.0954  0.26
H11 1.4798 1.5849 0.4934  0.21
H12 0.3005 1.8372 1.7885  0.34
H13 -0.2195 1.9485 0.1902  0.35

Properties
Maximum force ... 3.336 eV Å⁻¹
ΔE to the lowest compared entry with this formula, charge and spin ... 97.67 kJ/mol
LUMO ... -3.0114 eV
2S+1 ... 1
Total charge ... +1
Frontier orbital gap ... 10.41 eV
HOMO ... -13.43 eV



Record 5
Density functional theory data (wB97M-V/def2-TZVPD) for the molecule C5H13N3.

Each line ends with the Mulliken charge.
CARTESIAN COORDINATES (ANGSTROEM)
C1 0.4610 -0.3152 1.8080  -1.84
C2 -1.8432 -0.5359 0.1167  -1.59
C3 -0.4566 -0.1430 -1.9201  -1.73
C4 0.6363 0.1747 0.3712  1.00
C5 -0.6681 0.2531 -0.4578  0.55
N1 1.7737 -0.5236 -0.1866  -0.70
H1 1.9219 -0.2881 -1.1597  0.24
H2 1.6469 -1.5263 -0.1220  0.25
H3 1.4268 -0.2782 2.3093  0.48
H4 -0.2411 0.3137 2.3489  0.39
H5 0.1078 -1.3433 1.8241  0.39
H6 -2.7111 -0.3910 -0.5198  0.46
H7 -2.1058 -0.1964 1.1146  0.35
H8 -1.6208 -1.6054 0.1511  0.33
H9 0.3254 0.4563 -2.3851  0.38
H10 -1.3742 0.0339 -2.4760  0.48
H11 -0.2054 -1.1986 -2.0142  0.33
N2 0.5392 2.6099 0.3604  -0.88
N3 1.1532 1.6146 0.5064  0.44
H12 2.1701 1.5653 0.7647  0.36
H13 -0.9358 1.3235 -0.4342  0.32

Properties
Maximum force ... 1.619 eV Å⁻¹
ΔE to the lowest compared entry with this formula, charge and spin ... 205.83 kJ/mol
LUMO ... 0.8984 eV
2S+1 ... 1
Total charge ... 0
Frontier orbital gap ... 8.70 eV
HOMO ... -7.80 eV



Record 6
Density functional theory data (wB97M-V/def2-TZVPD) for C5H13N3 as an isolated structure.

Each line ends with the Mulliken charge.
CARTESIAN COORDINATES (ANGSTROEM)
C1 -2.0445 -0.5248 1.1674  -1.00
C2 -1.5593 -1.2455 -1.0978  -1.01
N1 -1.0530 -0.5756 0.0979  -0.11
H1 0.0175 -1.1057 0.3955  0.46
H2 -1.6759 0.1143 1.9693  0.30
H3 -2.9941 -0.1033 0.8211  0.32
H4 -2.2249 -1.5328 1.5501  0.34
H5 -2.4765 -0.7771 -1.4702  0.34
H6 -0.7960 -1.2247 -1.8788  0.29
H7 -1.7702 -2.2955 -0.8778  0.36
C3 2.5899 1.1408 -0.5821  -1.23
C4 1.3894 0.3743 -0.1391  0.39
C5 0.0150 0.9945 -0.1215  0.08
N2 1.4140 -0.8335 0.3435  -0.47
N3 -0.0069 1.9397 0.8464  -0.84
H8 2.3273 -1.2520 0.5004  0.18
H9 0.5019 1.6137 1.6712  0.23
H10 -0.3606 1.3176 -1.1003  0.35
H11 2.8696 0.8217 -1.5917  0.30
H12 2.3917 2.2119 -0.5723  0.35
H13 3.4458 0.9421 0.0687  0.37

Properties
Maximum force ... 2.580 eV Å⁻¹
ΔE to the lowest compared entry with this formula, charge and spin ... 297.41 kJ/mol
LUMO ... 0.8576 eV
2S+1 ... 1
Total charge ... 0
Frontier orbital gap ... 8.43 eV
HOMO ... -7.57 eV